A structure of composition C18H10Cl56N2O4S in a non-equilibrium geometry, computed with ωB97M-V with the def2-TZVPD basis set.

* Kohn-Sham gap: 9.1 eV
* maximum force: 6.986 eV/Å
* charge: 0
* spin multiplicity: 1

Last column: Löwdin charge in e.
Element x y z (Å)
C (2.26, -2.57, 3.08)  -0.183
N (2.43, -1.12, 3.45)  -0.160
C (3.51, -0.42, 2.63)  -0.154
C (2.86, 1.05, 2.18)  -0.181
O (3.72, 2.26, 2.38)  -0.236
S (4.63, 2.57, 0.96)  0.897
O (4.09, 3.62, -0.06)  -0.338
O (6.11, 2.99, 1.10)  -0.366
O (4.26, 1.06, 0.19)  -0.192
C (2.82, 0.95, 0.53)  -0.384
N (2.01, -0.15, -0.13)  0.042
H (2.52, -2.85, 1.97)  0.090
H (2.89, -3.25, 3.84)  0.099
H (1.12, -2.85, 3.24)  -0.013
H (2.79, -1.08, 4.44)  0.114
H (4.44, -0.25, 3.32)  0.138
H (3.73, -1.06, 1.66)  0.129
H (1.85, 1.38, 2.68)  0.177
H (2.15, 1.91, 0.28)  0.163
H (2.06, 0.08, -1.16)  0.044
H (1.00, 0.07, 0.13)  0.108
C (-0.84, -5.35, 3.19)  -1.943
Cl (-0.39, -4.81, 4.83)  0.500
Cl (-2.61, -5.60, 3.12)  0.492
Cl (-0.37, -4.11, 2.01)  0.551
Cl (-0.01, -6.88, 2.82)  0.505
C (-4.44, -2.87, 6.17)  -1.987
Cl (-5.51, -4.29, 6.29)  0.496
Cl (-4.65, -1.84, 7.60)  0.523
Cl (-2.74, -3.42, 6.07)  0.479
Cl (-4.84, -1.95, 4.70)  0.508
C (-5.09, -4.72, 0.15)  -1.989
Cl (-6.17, -6.13, 0.28)  0.504
Cl (-5.30, -3.68, 1.59)  0.466
Cl (-3.40, -5.27, 0.06)  0.489
Cl (-5.50, -3.80, -1.31)  0.522
C (9.09, 4.94, 0.84)  -1.987
Cl (9.37, 3.86, 2.23)  0.524
Cl (10.32, 6.23, 0.83)  0.481
Cl (9.18, 4.01, -0.67)  0.499
Cl (7.47, 5.67, 0.99)  0.545
C (11.02, 6.64, -3.11)  -1.971
Cl (12.04, 5.93, -1.83)  0.493
Cl (9.32, 6.68, -2.57)  0.462
Cl (11.57, 8.29, -3.47)  0.498
Cl (11.14, 5.64, -4.59)  0.524
C (-9.07, -5.02, 2.95)  -1.947
Cl (-7.58, -4.98, 3.93)  0.444
Cl (-9.66, -6.70, 2.82)  0.433
Cl (-10.32, -4.02, 3.74)  0.540
Cl (-8.74, -4.37, 1.33)  0.509
C (-9.63, -8.38, 6.66)  -1.994
Cl (-8.70, -9.89, 6.48)  0.516
Cl (-9.76, -7.97, 8.39)  0.516
Cl (-8.79, -7.06, 5.80)  0.463
Cl (-11.26, -8.59, 5.97)  0.514
C (7.05, 9.96, -3.74)  -1.981
Cl (5.98, 8.54, -3.62)  0.522
Cl (6.84, 11.00, -2.31)  0.523
Cl (8.75, 9.41, -3.84)  0.446
Cl (6.65, 10.88, -5.21)  0.483
C (0.02, -1.33, -3.82)  -2.011
Cl (0.31, -2.41, -2.43)  0.505
Cl (1.25, -0.04, -3.83)  0.525
Cl (0.12, -2.26, -5.33)  0.519
Cl (-1.60, -0.60, -3.68)  0.511
C (-12.91, -8.32, 0.22)  -1.992
Cl (-13.84, -6.90, -0.30)  0.493
Cl (-11.58, -7.81, 1.29)  0.455
Cl (-13.98, -9.44, 1.11)  0.512
Cl (-12.25, -9.16, -1.21)  0.514
C (-16.79, -3.68, -1.06)  -2.014
Cl (-15.30, -3.64, -0.08)  0.494
Cl (-17.37, -5.36, -1.19)  0.505
Cl (-18.04, -2.68, -0.27)  0.511
Cl (-16.45, -3.04, -2.69)  0.510
C (2.53, -8.53, -0.33)  -2.008
Cl (4.14, -8.21, 0.37)  0.513
Cl (2.68, -8.72, -2.09)  0.513
Cl (1.87, -10.03, 0.38)  0.512
Cl (1.44, -7.17, 0.04)  0.473
C (5.45, 13.30, -8.26)  -2.009
Cl (4.37, 11.88, -8.13)  0.508
Cl (5.24, 14.34, -6.82)  0.512
Cl (7.14, 12.75, -8.35)  0.475
Cl (5.04, 14.22, -9.72)  0.515
C (10.97, 12.90, -7.22)  -2.005
Cl (10.05, 14.33, -7.74)  0.496
Cl (12.31, 13.41, -6.15)  0.515
Cl (9.90, 11.79, -6.33)  0.476
Cl (11.64, 12.07, -8.65)  0.514



A structure of composition C18H10Cl5PPdSe2 in a non-equilibrium geometry, computed with ωB97M-V with the def2-TZVPD basis set.

* Kohn-Sham gap (alpha / beta): 8.4 / 5.0 eV
* maximum force: 1.051 eV/Å
* ΔE to the lowest compared entry with this formula, charge and spin: 0.0 kcal per mole
* charge: +2
* spin multiplicity: 5

Last column: Löwdin spin population.
Element x y z (Å)
Pd (-1.49, -0.47, 0.86)  1.076
Cl (-0.58, 2.52, -1.14)  0.144
C (-0.62, 2.68, 0.52)  0.228
C (-0.93, 1.51, 1.31)  0.334
C (-0.96, 1.63, 2.66)  0.054
Cl (-1.31, 0.16, 3.54)  0.044
C (-0.72, 2.84, 3.30)  0.218
Cl (-0.78, 2.96, 4.96)  0.151
C (-0.42, 4.02, 2.49)  0.106
Cl (-0.13, 5.47, 3.26)  0.072
C (-0.37, 3.93, 1.11)  -0.004
Cl (-0.03, 5.29, 0.16)  -0.006
Se (0.07, -1.83, -0.51)  1.003
P (-2.05, -2.45, -0.96)  0.051
Se (-3.15, -0.57, -1.06)  0.360
C (-2.41, -3.41, 0.49)  0.051
C (-3.13, -2.87, 1.56)  0.025
C (-3.27, -3.60, 2.73)  0.003
C (-2.70, -4.86, 2.84)  0.024
C (-2.00, -5.41, 1.77)  0.004
C (-1.85, -4.69, 0.60)  0.021
C (-2.14, -3.40, -2.46)  0.008
C (-1.10, -4.27, -2.81)  0.006
C (-1.21, -5.03, -3.96)  0.000
C (-2.34, -4.91, -4.76)  0.001
C (-3.36, -4.04, -4.42)  0.002
C (-3.27, -3.27, -3.27)  0.006
H (-3.65, -1.92, 1.46)  0.002
H (-3.85, -3.19, 3.55)  0.000
H (-2.81, -5.42, 3.76)  0.001
H (-1.58, -6.41, 1.85)  0.000
H (-1.32, -5.13, -0.24)  0.000
H (-0.21, -4.34, -2.20)  0.004
H (-0.41, -5.70, -4.24)  0.000
H (-2.41, -5.50, -5.66)  0.000
H (-4.23, -3.95, -5.05)  0.000
H (-4.07, -2.59, -3.01)  0.008



A structure of composition C18H10IMnN2O4Se in a non-equilibrium geometry, computed with ωB97M-V with the def2-TZVPD basis set.

* Kohn-Sham gap (alpha / beta): 5.2 / 6.3 eV
* maximum force: 1.489 eV/Å
* charge: +1
* spin multiplicity: 2

Last column: Löwdin spin population.
Element x y z (Å)
Mn (0.75, 1.22, -2.30)  1.033
I (-0.39, 3.22, -1.07)  -0.022
C (-1.70, 1.83, -0.21)  -0.006
C (-2.61, 2.22, 0.73)  -0.007
C (-3.46, 1.24, 1.29)  -0.002
C (-3.37, -0.06, 0.89)  -0.008
C (-2.42, -0.47, -0.08)  -0.002
C (-2.31, -1.81, -0.50)  -0.009
C (-1.38, -2.19, -1.44)  -0.007
C (-0.50, -1.24, -1.99)  -0.021
C (-0.58, 0.07, -1.59)  -0.096
C (-1.55, 0.50, -0.64)  -0.009
H (-2.68, 3.25, 1.05)  0.000
H (-4.18, 1.54, 2.03)  0.000
H (-4.02, -0.81, 1.32)  0.000
H (-2.98, -2.54, -0.07)  0.000
H (-1.32, -3.23, -1.75)  -0.001
H (0.24, -1.57, -2.71)  -0.002
Se (-0.71, 2.06, -6.67)  0.083
C (-0.16, 1.75, -5.08)  0.026
N (0.21, 1.54, -3.97)  -0.010
O (3.71, -1.15, -1.75)  0.009
C (2.97, -0.46, -1.14)  0.002
O (2.22, 0.50, -1.78)  0.049
C (2.65, -0.58, 0.32)  -0.001
C (3.22, -1.65, 1.01)  0.000
C (2.95, -1.82, 2.36)  0.000
C (2.12, -0.93, 3.03)  0.000
C (1.58, 0.13, 2.32)  0.000
C (1.83, 0.32, 0.97)  0.001
N (0.69, 1.09, 3.00)  0.000
O (0.16, 1.94, 2.31)  0.000
O (0.50, 0.94, 4.18)  0.000
H (3.86, -2.34, 0.48)  0.000
H (3.38, -2.65, 2.90)  0.000
H (1.89, -1.04, 4.08)  0.000
H (1.40, 1.18, 0.48)  0.000



A structure of composition C18H11AsBr2N5O6PdS, computed with ωB97M-V with the def2-TZVPD basis set.

* Kohn-Sham gap: 6.0 eV
* maximum force: 0.498 eV/Å
* ΔE to the lowest compared entry with this formula, charge and spin: 3.6 kcal per mole
* charge: -1
* spin multiplicity: 1

Last column: Löwdin charge in e.
Element x y z (Å)
Pd (0.59, -0.47, 0.30)  1.035
O (-1.51, 1.42, 2.48)  -0.376
As (-0.59, 0.21, 3.37)  1.129
O (-1.79, -1.21, 3.17)  -0.319
O (0.63, -0.31, 2.29)  -0.717
C (-3.07, -1.06, 2.79)  -0.376
C (-4.05, -0.78, 3.74)  -0.018
C (-5.38, -0.66, 3.37)  -0.089
C (-5.76, -0.82, 2.04)  -0.096
C (-4.80, -1.10, 1.09)  -0.059
C (-3.47, -1.22, 1.46)  -0.203
S (-2.26, -1.59, 0.22)  0.505
O (-1.42, -0.33, 0.19)  -0.491
O (-2.96, -1.72, -1.04)  -0.324
O (-1.49, -2.72, 0.66)  -0.307
H (-1.60, 1.17, 1.54)  -0.001
H (-3.75, -0.65, 4.77)  0.114
H (-6.13, -0.44, 4.12)  0.098
H (-6.80, -0.72, 1.75)  0.095
H (-5.06, -1.24, 0.05)  0.106
Br (1.88, -0.16, -6.18)  0.771
C (1.46, -0.31, -4.35)  -0.661
C (0.14, -0.42, -3.95)  -0.067
C (-0.12, -0.53, -2.60)  -0.051
N (0.85, -0.54, -1.69)  -0.010
C (2.13, -0.42, -2.08)  -0.210
C (2.47, -0.31, -3.41)  -0.045
C (3.12, -0.39, -0.98)  -0.215
C (4.48, -0.24, -1.16)  -0.046
C (5.28, -0.20, -0.03)  -0.663
Br (7.15, 0.01, -0.24)  0.767
C (4.74, -0.29, 1.23)  -0.077
C (3.37, -0.44, 1.33)  -0.072
N (2.59, -0.50, 0.25)  -0.023
H (-0.67, -0.41, -4.67)  0.112
H (-1.13, -0.62, -2.22)  0.101
H (3.50, -0.21, -3.72)  0.105
H (4.91, -0.15, -2.14)  0.105
H (5.35, -0.24, 2.12)  0.107
H (2.84, -0.49, 2.27)  0.104
N (1.77, 2.12, -0.75)  0.098
C (1.31, 3.09, -1.23)  -0.412
N (0.83, 4.13, -1.84)  0.010
C (1.11, 5.33, -1.34)  -0.471
N (1.30, 6.42, -0.99)  0.040



A structure of composition C18H11F13IrN3, computed with ωB97M-V with the def2-TZVPD basis set.

* Kohn-Sham gap (alpha / beta): 8.0 / 6.0 eV
* maximum force: 0.700 eV/Å
* ΔE to the lowest compared entry with this formula, charge and spin: 0.0 kcal per mole
* charge: 0
* spin multiplicity: 5

Last column: Löwdin spin population.
Element x y z (Å)
Ir (-0.43, -0.24, 1.79)  2.482
C (-2.65, -2.57, 1.30)  0.013
N (-1.48, -2.00, 0.61)  0.158
C (-0.44, -3.03, 0.34)  0.021
C (0.92, -2.61, 0.93)  0.049
N (1.09, -1.16, 0.81)  0.392
C (1.77, -0.55, -0.22)  0.030
C (2.29, 0.73, 0.01)  0.047
F (2.15, 1.28, 1.22)  0.027
C (2.95, 1.46, -0.96)  -0.007
F (3.43, 2.67, -0.69)  -0.006
C (3.12, 0.92, -2.23)  0.044
F (3.75, 1.61, -3.17)  0.014
C (2.64, -0.35, -2.49)  -0.006
F (2.80, -0.88, -3.70)  -0.005
C (1.99, -1.07, -1.51)  0.043
F (1.53, -2.29, -1.84)  0.011
C (-1.87, -1.30, -0.63)  0.010
C (-2.40, 0.10, -0.33)  0.025
N (-1.41, 0.88, 0.40)  0.249
C (-0.75, 1.93, -0.22)  0.026
C (-0.36, 3.04, 0.53)  0.025
F (-0.64, 3.07, 1.84)  0.017
C (0.35, 4.10, -0.01)  -0.003
F (0.70, 5.13, 0.76)  -0.003
C (0.68, 4.10, -1.36)  0.019
F (1.35, 5.12, -1.89)  0.006
C (0.31, 3.02, -2.14)  -0.002
F (0.66, 2.97, -3.42)  -0.002
C (-0.38, 1.96, -1.57)  0.022
F (-0.61, 0.89, -2.36)  0.005
H (-2.32, -3.08, 2.21)  0.001
H (-3.33, -1.77, 1.59)  0.003
H (-3.17, -3.27, 0.65)  0.004
H (-0.74, -3.99, 0.76)  0.001
H (-0.35, -3.16, -0.74)  0.002
H (0.93, -2.83, 2.00)  0.009
H (1.74, -3.16, 0.46)  0.005
H (-0.98, -1.20, -1.25)  0.000
H (-2.61, -1.90, -1.18)  0.003
H (-2.70, 0.59, -1.26)  0.003
H (-3.30, 0.03, 0.29)  0.003
F (-1.26, -2.02, 4.01)  0.028
C (-0.97, -0.70, 3.79)  0.144
F (0.06, -0.43, 4.64)  0.050
F (-2.05, -0.03, 4.28)  0.041



Q: Which value of maximum force does entry 3 give?
A: 1.489 eV/Å